No. 1
{"formula": "C6H12N", "method": "ωB97M-V with the def2-TZVPD basis set", "total_energy_ha": -290.390653, "e_lumo_ev": [0.9, 0.1], "spin_multiplicity": 2, "elements": ["H", "H", "C", "C", "H", "C", "H", "C", "C", "H", "N", "C", "H", "H", "H", "H", "H", "H", "H"], "positions_angstrom": [[0.4484, 2.3954, -1.1037], [0.3901, -2.6062, -1.1159], [1.1155, 0.3905, 0.5820], [-1.7838, -1.4625, -0.0634], [0.4233, 2.0950, 1.8660], [-0.7907, -1.0975, 0.9099], [-2.2290, -0.6411, -0.6676], [0.1942, 1.6402, 0.8603], [0.5552, -1.5591, -1.1781], [1.7038, -0.0140, 1.3996], [0.3371, 2.6726, -0.1685], [0.2470, -0.7399, 0.0340], [-1.9470, -2.4796, -0.3035], [1.5727, -1.4628, -1.5930], [1.8795, 0.7110, -0.1199], [-0.7334, -1.1771, 1.9800], [-0.4567, 3.3234, -0.1641], [-0.8772, 1.3326, 0.8610], [-0.0490, -1.3209, -2.0151]], "forces_ev_per_angstrom": [[0.2, -1.0, -1.1], [-0.2, -1.0, 0.9], [-0.4, 0.2, -1.0], [-1.8, 0.2, 0.7], [-0.1, -0.4, -1.0], [2.0, 0.0, -3.6], [0.2, -1.0, 0.4], [-0.1, -0.1, 0.5], [0.8, 1.0, -1.1], [-0.3, 0.3, 0.7], [-0.2, 1.5, 1.3], [0.3, -0.2, 3.7], [-0.7, -0.9, -0.5], [-0.1, 0.4, 0.6], [0.1, 0.1, -0.4], [-0.4, 0.8, 0.3], [0.5, -0.4, 0.2], [0.9, -0.2, 0.5], [-0.8, 0.7, -1.1]]}

---

No. 2
{"formula": "C6H12N", "method": "ωB97M-V with the def2-TZVPD basis set", "total_energy_ha": -290.216725, "e_lumo_ev": -4.3, "charge": 1, "elements": ["H", "H", "H", "C", "H", "H", "H", "C", "H", "H", "H", "C", "H", "H", "H", "C", "C", "C", "N"], "positions_angstrom": [[3.7766, -1.3966, -0.1654], [0.2502, 0.2003, -0.6782], [-2.1614, 1.5385, 1.3964], [-1.6690, 0.1861, -0.1873], [4.2687, -0.8745, 1.4203], [-3.1746, -1.1541, 0.7960], [-1.6974, -1.9881, 0.0297], [-2.0899, 1.5307, 0.2888], [-1.2643, 2.2676, 0.0499], [-3.1471, 1.6655, -0.2497], [4.6232, 0.1556, -0.0605], [-0.8055, -0.0180, -1.2782], [-0.6539, -0.9788, -1.6832], [-0.7774, 0.7289, -2.0281], [-1.7272, -0.7678, 1.5856], [3.9422, -0.4628, 0.4790], [-1.9998, -1.0500, 0.5758], [2.6374, 0.0858, 0.1239], [1.6693, 0.3319, -0.4146]], "forces_ev_per_angstrom": [[1.0, 0.8, 0.7], [-0.6, 0.0, -0.4], [-0.5, 0.0, -0.7], [0.3, -1.5, -0.5], [-0.5, 0.8, 0.6], [2.2, 0.5, -0.9], [0.1, 1.0, 1.3], [-0.3, 0.0, -0.5], [-1.5, -0.5, -0.3], [2.3, 0.3, 1.2], [1.0, 0.3, 0.1], [-0.9, 1.1, 0.9], [-0.1, -1.3, -0.1], [0.2, 1.0, -0.6], [0.8, -1.0, 0.5], [-1.2, -2.0, -2.4], [-3.1, 0.2, -0.4], [1.3, -0.7, 1.5], [-0.6, 0.8, 0.0]]}

---

No. 3
{"formula": "C6H12N", "method": "ωB97M-V with the def2-TZVPD basis set", "total_energy_ha": -290.203468, "smiles": "C[C@@H]1C=C[N+]1(C)C", "e_lumo_ev": -3.3, "charge": 1, "elements": ["H", "H", "C", "C", "C", "H", "C", "H", "H", "H", "C", "H", "H", "H", "C", "H", "H", "N", "H"], "positions_angstrom": [[0.0898, -0.7725, -1.8878], [-2.7727, -0.7576, 0.6926], [-1.9315, -0.5674, -0.0853], [-0.8751, 0.2485, 0.6453], [0.1701, 1.5915, -0.6528], [-1.7169, 2.5084, 0.0655], [-0.8878, 1.8220, 0.1141], [0.4109, -1.8022, -0.4558], [2.5094, 0.4696, 0.1978], [-0.6390, -0.0342, 1.7068], [1.6498, 0.3298, 0.8553], [1.6694, 1.2185, 1.4051], [-1.5705, -1.4357, -0.4425], [1.7971, -0.6358, 1.4517], [0.8137, -0.9043, -0.9475], [1.8806, -1.1720, -1.2947], [-2.1591, 0.0691, -0.9725], [0.5181, 0.2152, -0.0322], [0.9077, 2.1818, -1.1546]], "forces_ev_per_angstrom": [[1.9, -0.3, 1.8], [1.1, 0.4, -1.9], [-1.8, 3.6, 2.1], [0.8, 1.7, 0.0], [0.5, -0.7, 2.1], [0.2, 0.4, 0.4], [-0.5, -3.3, 0.0], [0.4, 0.1, -0.1], [0.2, -0.4, 0.1], [-0.8, 0.6, -0.8], [1.9, -1.9, 0.2], [-0.7, 1.1, 1.4], [1.0, -3.2, -0.8], [-0.3, 1.5, -0.7], [-2.1, -1.5, -3.0], [-1.6, 1.3, 0.9], [-0.8, -0.8, 0.7], [0.4, 1.4, -1.9], [0.1, 0.0, -0.8]]}

---

No. 4
{"formula": "C6H12N", "method": "ωB97M-V with the def2-TZVPD basis set", "total_energy_ha": -290.171976, "e_lumo_ev": -4.9, "charge": 1, "elements": ["H", "H", "H", "H", "H", "H", "H", "H", "C", "H", "H", "C", "H", "C", "C", "N", "C", "H", "C"], "positions_angstrom": [[-1.8423, 2.1564, 1.6024], [-0.0510, -0.9989, -2.2122], [-3.1561, 1.6619, -0.2666], [-0.3753, -1.6162, 0.7175], [-2.2643, 0.0284, -0.7022], [1.5484, 0.7189, 1.1626], [-1.0183, 0.5542, 1.3215], [1.5093, 1.3300, -2.2952], [-1.6547, 1.2263, 1.0024], [1.5111, -1.7325, -2.1138], [2.6993, 0.1414, -1.7951], [-2.4094, 0.9862, -0.0556], [0.2991, -1.5896, 2.2506], [1.6720, 0.3651, -1.8703], [0.9354, -0.8728, -1.9502], [1.0539, -0.1558, -0.6963], [0.5482, -1.4430, 1.1774], [1.1983, -2.2879, 0.8223], [1.1358, -0.2115, 0.6100]], "forces_ev_per_angstrom": [[0.4, -1.1, -0.5], [-2.1, 0.3, -1.1], [-1.6, 1.2, -1.0], [-1.5, -0.2, -1.1], [-0.5, 1.8, 1.2], [-0.6, -1.8, -1.0], [3.3, -3.0, 1.8], [-0.9, 0.4, -0.1], [-3.6, 4.0, -0.9], [0.8, -1.3, 0.3], [1.3, 0.1, -0.2], [1.8, -2.8, -0.5], [0.9, 0.7, -0.5], [0.9, 1.3, 0.1], [-0.2, -0.6, 0.9], [1.2, 0.3, 2.4], [1.2, -1.3, 1.3], [-0.4, 0.6, 0.5], [-0.4, 1.2, -1.5]]}

---

No. 5
{"formula": "C6H12N", "method": "ωB97M-V with the def2-TZVPD basis set", "total_energy_ha": -290.024013, "e_lumo_ev": -6.9, "charge": 1, "elements": ["H", "H", "H", "C", "H", "H", "H", "C", "C", "H", "H", "H", "C", "H", "N", "H", "C", "C", "H"], "positions_angstrom": [[3.3872, -1.6840, -0.1421], [0.7026, 2.1745, -1.1120], [-0.4836, -0.7756, -0.8352], [-4.0581, 0.1450, 0.5575], [-0.3228, -1.1342, 0.8743], [-3.9898, -1.3248, 0.2983], [-4.5993, 0.5040, -0.3410], [2.2458, -1.6702, -0.0113], [1.5086, -0.4677, 0.0817], [3.1968, 0.8825, 0.4298], [1.7533, -2.6246, -0.1654], [2.1547, 2.8560, -0.3350], [2.1290, 0.8762, 0.0053], [-0.3790, 0.4891, 0.6031], [-3.0175, -0.6934, 0.2577], [2.1852, 2.1405, -1.9645], [0.0579, -0.4605, 0.2287], [1.7759, 2.0124, -0.9536], [-4.4375, 0.7388, 1.4366]], "forces_ev_per_angstrom": [[-1.9, 0.2, 0.5], [0.1, -0.4, 0.3], [1.2, 1.1, 2.7], [2.1, -0.1, -2.0], [-0.9, -2.6, 2.2], [1.2, 0.2, -1.2], [-0.8, -0.7, 0.3], [1.4, 2.7, -0.2], [1.4, 0.5, 0.8], [-1.6, 0.4, -0.5], [-0.2, 0.2, 0.0], [-0.2, 0.2, -0.8], [2.5, -3.1, -2.9], [0.4, -0.4, -0.7], [-3.8, 1.3, 2.9], [0.8, -0.9, 0.4], [-2.2, 1.6, -4.7], [-0.9, 0.6, 3.0], [1.3, -0.6, 0.1]]}

---

No. 6
{"formula": "C6H12N", "method": "ωB97M-V with the def2-TZVPD basis set", "total_energy_ha": -290.262469, "smiles": "C=[NH+]C(=C)CCC", "e_lumo_ev": -5.4, "charge": 1, "elements": ["H", "H", "H", "H", "H", "C", "C", "H", "H", "H", "N", "H", "C", "H", "H", "C", "C", "H", "C"], "positions_angstrom": [[-1.4959, -0.0489, 2.4397], [-2.0216, -2.5565, -1.0510], [2.1836, 1.1623, -0.9154], [1.8035, -0.0242, 1.0163], [-2.2127, -0.8596, 0.5270], [1.1769, 0.7503, -0.9794], [-0.1775, -0.4486, 0.8531], [1.5258, -1.2395, -0.2204], [-0.7770, 1.5427, -0.5418], [-0.2308, -2.2429, -1.0785], [-1.3006, -0.9528, 0.0782], [1.0456, 0.1746, -1.8953], [0.2130, 1.9194, -0.8219], [0.2714, 0.1399, 2.8428], [0.0413, 2.3956, -1.7840], [1.1572, -0.2936, 0.1849], [-0.4691, -0.0862, 2.0936], [0.4744, 2.5917, -0.0171], [-1.2074, -1.9237, -0.7308]], "forces_ev_per_angstrom": [[0.0, -0.2, 0.1], [-0.6, 0.5, 0.0], [0.1, -0.2, -0.6], [0.3, 0.1, -0.2], [0.0, 0.6, -0.2], [0.4, -0.1, 1.2], [0.3, 0.7, -0.1], [0.1, 0.0, 0.2], [-0.1, 0.1, -0.1], [0.1, 0.3, 0.0], [-0.3, -1.0, 1.1], [0.0, 0.5, -0.2], [-1.0, -1.1, -0.3], [0.3, 0.3, -0.2], [0.3, 0.5, 0.2], [-0.5, -0.2, 0.0], [-0.6, -0.2, 0.0], [0.4, 0.4, -0.1], [0.9, -0.7, -0.8]]}

---

No. 7
{"formula": "C6H12N", "method": "ωB97M-V with the def2-TZVPD basis set", "total_energy_ha": -290.180089, "e_lumo_ev": -5.9, "charge": 1, "elements": ["H", "H", "H", "C", "C", "H", "C", "N", "H", "C", "H", "H", "H", "C", "H", "H", "C", "H", "H"], "positions_angstrom": [[0.6060, 1.7030, -3.3341], [-1.4209, -1.3555, -1.4967], [1.8250, -0.5556, 0.3728], [-0.6034, 1.7875, 1.0186], [-0.4894, -1.5538, -0.9733], [-0.8786, 0.7578, -2.7715], [-0.3171, 0.7355, 0.1067], [0.5415, 1.4508, -1.3973], [-1.1247, 1.4594, 1.9186], [0.0389, 1.2722, -2.5110], [1.0838, -1.9670, 1.1335], [1.0316, -0.4046, 1.9580], [-1.1649, 2.5786, 0.5081], [-0.3867, -0.6781, 0.2685], [0.3313, 2.3010, 1.2851], [-1.1658, -0.9472, 0.9918], [0.9980, -0.8920, 0.9883], [-0.4926, -2.6000, -0.6780], [0.3446, -1.3902, -1.6492]], "forces_ev_per_angstrom": [[0.0, 0.1, -0.1], [-0.1, 0.0, -0.1], [0.1, 0.0, -0.1], [-0.2, 0.3, 0.7], [-0.1, 0.2, -0.1], [-0.2, -0.1, 0.1], [1.6, 1.4, -4.4], [-0.7, -1.4, 5.2], [0.1, 0.0, 0.0], [-0.8, -0.3, -1.4], [-0.1, 0.0, 0.0], [0.0, 0.0, 0.1], [0.0, -0.1, -0.1], [-0.2, -0.3, -0.1], [0.1, -0.1, -0.1], [0.1, 0.2, 0.1], [0.3, 0.0, 0.3], [0.0, 0.0, 0.1], [0.1, 0.0, 0.0]]}

---

No. 8
{"formula": "C6H12N", "method": "ωB97M-V with the def2-TZVPD basis set", "total_energy_ha": -290.128813, "e_lumo_ev": [-2.8, -7.5], "spin_multiplicity": 3, "charge": 1, "elements": ["C", "C", "H", "H", "C", "H", "H", "N", "H", "H", "H", "H", "H", "H", "H", "C", "C", "C", "H"], "positions_angstrom": [[0.4921, 0.3340, 0.5542], [1.1909, -1.3437, -0.4350], [-3.4815, -0.9554, 0.5912], [-0.7245, 1.1411, 2.0702], [2.8547, 0.7840, -0.4643], [-3.3922, 0.6539, -0.1768], [1.7822, -2.3008, -0.0153], [0.0198, -0.9406, 0.3872], [-4.5140, -0.6572, -0.7522], [-0.9923, -0.9817, 0.0570], [0.9662, -1.4572, -1.4098], [3.1855, 1.3205, 0.5046], [-2.6526, -0.7969, -1.0291], [2.4952, 1.5922, -1.1223], [3.7809, 0.3530, -0.9886], [0.1376, 1.3525, 1.3885], [1.7389, 0.0319, -0.2486], [-3.5318, -0.4485, -0.3891], [0.6450, 2.3189, 1.4784]], "forces_ev_per_angstrom": [[3.7, -1.5, -1.5], [2.2, -1.9, 3.1], [0.1, 0.1, -0.3], [0.9, 0.5, -0.6], [4.4, 2.8, -0.6], [-0.3, -1.2, -0.4], [-1.4, 2.3, -0.8], [-1.8, 1.7, -1.3], [-0.3, -0.1, -0.8], [1.2, -0.9, 1.0], [-1.1, -1.1, -3.4], [-0.3, -0.7, -1.3], [-1.5, 0.3, 0.4], [0.5, 0.4, 0.0], [-1.6, 0.2, 0.9], [-2.2, 0.9, 1.8], [-4.4, -2.0, 3.1], [2.1, 0.8, 1.1], [-0.1, -0.6, -0.3]]}

---

No. 9
{"formula": "C6H12N2", "method": "ωB97M-V with the def2-TZVPD basis set", "total_energy_ha": -345.239781, "smiles": "C=C(C)N.C=CN=C", "e_lumo_ev": 0.9, "elements": ["H", "H", "C", "N", "H", "H", "N", "H", "H", "H", "H", "H", "H", "C", "C", "C", "C", "H", "H", "C"], "positions_angstrom": [[-0.9848, -1.8440, -2.3901], [-0.1315, -1.1288, 0.7978], [0.5068, 1.2781, 2.7424], [0.4034, 0.0154, 2.4594], [0.8696, -2.3033, -2.3134], [-0.6296, 1.6080, -2.0121], [-0.6375, 0.7173, -1.6039], [2.4011, -0.5141, -2.3313], [2.1017, 0.5244, -0.9458], [-2.6052, -0.9055, 1.0417], [-2.2622, 0.1535, 2.5105], [-1.5412, 0.3310, -1.7274], [-0.0905, 2.0446, 2.2106], [0.3231, -0.2325, -1.9713], [-0.5331, -0.4542, 1.5430], [0.0563, -1.5553, -2.2509], [-1.8769, -0.3149, 1.6458], [1.1945, 1.6383, 3.5017], [1.8996, 1.1867, -2.6128], [1.7600, 0.2921, -1.9953]], "forces_ev_per_angstrom": [[0.3, -0.3, 0.3], [0.2, 0.1, -0.2], [-0.8, -1.7, -1.1], [0.5, 2.3, 0.8], [-0.7, 0.7, -0.2], [0.6, 1.3, -0.7], [0.2, -1.8, 0.3], [0.2, 0.1, -0.3], [-0.4, 0.0, -0.9], [0.9, 0.7, 0.3], [-0.5, 0.7, 0.7], [-1.1, -0.3, 0.2], [0.2, -0.4, 0.2], [1.0, -1.0, -0.7], [-1.6, -0.3, -0.2], [0.4, 1.9, 0.5], [1.0, -1.2, -0.6], [0.1, -0.3, 0.0], [-0.2, -0.2, 0.1], [-0.3, -0.4, 1.5]]}

---

No. 10
{"formula": "C6H12N2", "method": "ωB97M-V with the def2-TZVPD basis set", "total_energy_ha": -345.178316, "smiles": "C[C@@H]1C[C@@H]2CN2N1C", "e_lumo_ev": 1.1, "elements": ["H", "H", "C", "H", "C", "H", "N", "H", "C", "C", "H", "N", "H", "H", "H", "C", "H", "H", "C", "H"], "positions_angstrom": [[-0.4733, -3.1419, 0.0418], [-1.7735, 1.9160, -0.4720], [0.3077, 1.3289, 0.6082], [-1.3828, 0.1032, 1.0682], [-1.6845, 0.8361, -0.8151], [-1.6523, -1.7842, 0.5727], [1.4185, -0.7232, 0.1286], [-2.5751, 0.1884, -0.6712], [-0.7319, 0.2500, 0.1988], [1.9632, 0.0835, -0.9349], [2.4278, 1.1248, 0.9995], [-0.1523, -1.0331, -0.2405], [1.2583, 0.2320, -1.7091], [-1.2345, 0.6577, -1.7893], [0.2478, 2.1770, 0.0775], [-0.6828, -2.1764, 0.5277], [3.0563, -0.0507, -1.2281], [-0.3455, -2.3220, 1.6267], [1.6563, 0.6752, 0.3403], [0.3528, 1.6587, 1.6702]], "forces_ev_per_angstrom": [[-0.6, 0.6, -0.1], [-0.7, -1.3, -1.1], [1.6, -3.2, 1.7], [0.3, -0.3, 0.3], [-0.1, -0.1, 0.8], [-2.2, -1.0, 0.1], [-0.5, -3.3, 0.0], [-0.1, 1.0, -0.8], [-0.8, 1.1, 1.3], [1.9, -0.2, -1.1], [-0.1, -1.3, -0.3], [4.0, 1.9, 1.6], [-0.3, 0.3, -1.0], [-0.3, 0.6, -0.3], [-0.6, 3.1, -2.2], [2.3, 0.2, 1.3], [-1.6, -0.1, 0.3], [-0.1, 0.7, -1.6], [-1.3, 1.8, 1.5], [-0.6, -0.6, -0.5]]}

---

No. 11
{"formula": "C6H12N2", "method": "ωB97M-V with the def2-TZVPD basis set", "total_energy_ha": -345.279026, "smiles": "Cc1c[nH]cn1.CC", "e_lumo_ev": 0.9, "elements": ["H", "C", "H", "H", "C", "C", "H", "C", "H", "N", "C", "H", "N", "H", "C", "H", "H", "H", "H", "H"], "positions_angstrom": [[1.8783, -1.2435, 1.1101], [-1.2056, 1.5525, -0.8827], [-1.6065, -1.4781, -1.1996], [-0.1421, -2.5754, 1.9331], [0.4475, -1.8919, 2.5566], [-0.6937, 0.4943, -1.6034], [0.0633, -1.7052, -1.5275], [-0.6319, -0.9059, -1.1898], [-1.9140, 1.3447, -0.0972], [0.1532, 1.0502, -2.5646], [0.1456, 2.3491, -2.4393], [-0.9531, 3.7327, -1.3114], [-0.7403, 2.7438, -1.4916], [0.6280, -0.2624, 1.2067], [1.2080, -0.8230, 1.8638], [1.8741, -0.1941, 2.4678], [-0.3076, -0.9424, -0.1558], [0.9175, 2.8384, -2.9891], [1.0957, -2.6331, 3.0189], [-0.2163, -1.4506, 3.2948]], "forces_ev_per_angstrom": [[0.4, -0.4, 0.2], [-0.3, -0.7, -1.0], [0.6, 0.9, -0.1], [-0.2, 0.7, -0.4], [-0.4, -1.1, 0.7], [1.8, 2.8, -0.7], [0.0, 1.4, -1.2], [-1.1, -3.1, 1.2], [-0.1, 1.2, 0.2], [0.3, -1.2, 0.1], [-0.4, -2.0, -0.2], [0.0, -1.1, 0.3], [-0.1, 0.1, 0.9], [-1.3, 1.6, -0.4], [2.1, -0.7, -0.8], [-0.6, -0.1, 0.2], [-0.5, 0.2, 0.4], [-0.3, 1.3, -0.1], [0.3, 0.3, 0.6], [-0.1, -0.2, 0.3]]}

---

No. 12
{"formula": "C6H12N2", "method": "ωB97M-V with the def2-TZVPD basis set", "total_energy_ha": -345.250640, "smiles": "Cc1c[nH]cn1.CC", "e_lumo_ev": 0.8, "elements": ["H", "H", "C", "H", "C", "H", "H", "C", "H", "C", "H", "H", "H", "H", "H", "N", "H", "N", "C", "C"], "positions_angstrom": [[1.0374, -2.1643, 0.8842], [0.9422, 2.7118, -0.0283], [0.4457, 0.8603, 0.7014], [2.1108, -0.4121, -0.7936], [-3.0711, 0.7076, 0.1004], [-3.3778, 0.6276, 1.1885], [2.0002, -3.4194, 0.0758], [1.9914, -1.5172, -0.8849], [-3.4611, -0.1380, -0.4642], [-1.6279, 0.9086, 0.0096], [0.9490, -1.3175, -1.2529], [-1.4450, 3.1030, -0.6722], [2.4784, -2.2979, -1.5433], [-3.7522, 1.4632, -0.2748], [2.9272, -1.9571, 0.7941], [-0.7297, 0.1600, 0.7792], [1.3446, 0.8303, 1.2013], [0.2597, 2.0672, 0.1672], [-1.0287, 2.1259, -0.3105], [2.0069, -2.3419, 0.3229]], "forces_ev_per_angstrom": [[1.5, -0.1, 0.2], [1.8, 1.7, -0.4], [-3.7, -0.3, 0.5], [1.9, -1.0, -0.1], [-2.1, -1.0, 0.9], [0.4, -0.3, -1.2], [0.4, 0.6, 0.3], [-2.4, 0.0, -2.9], [0.3, -0.6, 0.4], [1.7, 2.3, 1.5], [0.4, -1.3, -0.1], [0.4, -1.4, 0.2], [0.2, 2.5, -0.7], [0.7, 0.9, -0.2], [-0.5, -1.1, 0.9], [2.1, 1.0, -1.5], [1.8, -1.5, 1.2], [-2.8, -1.2, -1.0], [-0.7, 0.6, -0.3], [-1.4, 0.3, 2.3]]}

---

Record-wise energy above the lowest of the compared OMol25 structures with the same formula, charge and spin values, in eV: 2.322; 2.862; 3.223; 4.080; 8.106; 1.617; 3.859; 0.655; 2.397; 4.069; 1.329; 2.101
Record-wise strongest force on any atom values, in hartree/bohr: 0.0810; 0.0648; 0.0886; 0.1052; 0.1062; 0.0305; 0.1062; 0.1114; 0.0492; 0.0909; 0.0682; 0.0737